1.
Density functional theory data (ωB97M-V/def2-TZVPD) for a molecular structure, C42H55N13.

Structure (ORCA input):
```
! wB97M-V def2-TZVPD RIJCOSX def2/J DEFGRID3
* xyz 0 1
C -4.15509 -1.29068 -0.58444
H 1.12600 0.57872 -1.66803
H 5.66682 -0.26712 -0.69843
C 3.58079 -0.91227 3.82314
H -1.51087 2.05419 -0.04085
H 2.33191 -6.25831 -0.12613
C -0.58797 -1.88187 3.82919
N 2.02914 3.34288 -2.03483
N 0.10410 4.18612 0.65009
N -4.89613 -0.15198 -4.21413
H 4.03683 0.97529 1.23545
N -6.00264 -0.01033 -1.93706
C -1.97338 -3.82700 1.75384
N 1.48063 -4.45272 0.58446
C -1.73685 2.64600 -3.28048
H -4.32735 1.76441 -5.03457
H -5.88119 0.01076 -4.36668
H -0.09604 3.13548 5.68761
H 1.81503 -0.78382 -2.56983
C 0.90082 -0.22539 -2.36861
C -5.17939 -0.62666 -1.33510
H -2.01617 0.65764 -2.21641
H -1.85929 -5.54764 2.80706
C 2.41628 -1.25971 3.13060
C -2.88098 -0.64185 -3.39789
C 1.70691 -5.40632 -0.34949
C 1.88472 3.85137 -4.23687
N 0.41434 -2.16297 3.31937
H -2.51547 -2.31371 4.63606
C 2.61324 -0.72320 1.83038
N 4.70341 0.03244 -0.65156
N -1.49148 3.89942 -2.69114
H -0.49966 1.22478 1.74691
H 0.41117 2.00961 -1.95466
H 2.26313 3.56404 -1.07752
H 1.45188 -0.34107 -0.21306
H -1.63106 -2.32267 0.33801
H 1.11567 3.24728 3.45678
C -0.42203 3.27082 1.11546
C -1.14517 2.10289 1.76518
C 0.99780 2.59271 -2.64910
H -0.75964 4.55941 -0.80398
H 1.70132 0.83961 2.74660
C -1.15310 -1.36234 0.21265
H -1.40137 2.33170 2.79964
H 0.30292 -1.46727 1.83107
H -2.05368 -0.22718 -1.58709
H 0.01688 -3.08090 -2.00735
C 0.91390 -3.31926 0.07385
H 3.96248 -1.12024 4.81182
N 0.30086 2.29845 5.28518
H -4.70553 -1.96507 -3.15324
H -4.29008 -2.31196 -0.22828
C 0.14808 0.22510 -3.51361
H 0.66752 -2.40874 0.59984
H -0.16758 0.80828 6.64819
C -1.36260 -0.38083 -0.77149
H 0.09680 2.55417 -4.69444
H 0.21439 -0.97256 -1.97031
C -1.49668 2.45690 -1.04286
H 1.17208 -5.35583 -2.50762
H 1.03587 -0.80468 4.72967
H 1.05755 0.74833 1.43532
H 3.34283 4.69966 -2.69433
H -0.34889 -5.06523 2.02057
C -1.82843 1.72119 -2.21705
C 0.31033 0.29110 0.80366
C -1.20533 -4.70320 2.58938
C 0.59597 -3.64221 -1.28901
H 1.62214 -1.95599 3.35628
C -2.80299 0.53680 -4.11182
H -2.05424 1.87299 1.20942
C 3.67390 0.17515 1.86351
C 0.77178 0.24106 4.67406
C -1.24928 3.78055 -1.36969
C -1.86731 -1.46347 4.42374
H 2.14793 2.10984 -0.37045
N -0.39291 0.60103 -4.43547
H -4.12091 -0.84344 0.40899
N 4.21538 0.03775 3.12599
C 2.47319 -0.04872 -0.40765
N -0.08150 -0.96703 1.04235
C 0.83614 2.92310 -3.99897
H 5.06138 0.47309 3.46491
C 1.10745 1.08231 3.61541
H -0.65384 -4.27571 3.42677
H 3.69740 -1.93128 -0.52008
H -1.99801 2.57488 -4.32601
C 0.76019 2.37613 3.98701
H 1.76170 -4.47119 1.55439
H -3.16685 -1.18931 -1.03300
C -4.03482 0.86627 -4.51095
H 4.74814 2.28488 -0.83893
H -1.34558 4.76758 -3.18623
C 1.21971 -4.89484 -1.53211
H -1.90767 1.08616 -4.36282
C -4.20297 -1.08087 -3.51658
C 2.54627 4.04795 -3.02171
H -0.13337 1.39743 -1.03185
C 0.19337 0.99700 5.64795
C -0.34062 0.51911 -0.43858
H -2.04929 -1.09508 -2.87897
H 2.13523 4.30462 -5.18460
H -1.72145 -0.84163 5.30700
C 2.82031 1.28865 -0.57031
C 4.21626 1.35043 -0.73745
H -2.25375 -0.77830 3.66922
N -2.59026 -3.07709 1.07356
C 3.59656 -0.85616 -0.53820
H 2.05388 -1.01067 0.95238
*
```

Results
- E_LUMO (eV) = 0.1
- energy above the lowest of the compared OMol25 structures with the same formula, charge and spin (eV) = 20.690
- E_tot (Ha) = -2344.180746

***

2.
Density functional theory data (ωB97M-V/def2-TZVPD) for a molecular structure, C42H56BMnN10S5Se.

Structure (ORCA input):
```
! wB97M-V def2-TZVPD RIJCOSX def2/J DEFGRID3
* xyz 1 6
Mn 0.02100 0.41630 -0.76640
H -2.56820 -3.68570 5.25550
C 0.64300 -0.18650 -8.87020
H 2.37980 -1.91090 -0.23660
C -3.66300 0.91370 2.54270
H 3.08950 4.17200 3.70680
H -0.67060 -5.88920 0.44810
H -1.04570 -4.45860 -0.54080
H -2.51260 -1.98070 -4.59730
C 4.08280 2.15500 -0.56190
H -4.51050 1.43680 4.41370
C 3.96760 -2.23420 3.81480
H 4.64380 3.05610 -0.69220
H 3.14770 -2.29100 4.52440
C 2.48940 2.33600 2.81230
C 0.45120 0.87370 -5.23210
Se -0.86050 -0.12860 -2.85110
C -2.46130 0.49190 1.90720
C -0.38490 -4.47100 2.67030
H -1.78690 -3.56290 6.83140
C -2.40190 0.94270 4.59590
H 0.03280 2.63060 -4.10480
C -0.06740 -2.61770 1.20510
H 1.63900 4.28950 2.68790
C 1.29200 1.72400 2.40710
C -0.41130 -3.96130 5.20770
B -0.05890 -0.31240 2.21120
C 4.46370 -0.79240 3.69860
C 0.81290 -3.41590 5.95680
H -2.25750 3.00220 7.30880
S 4.90700 0.67130 -0.25050
N 2.24510 -0.43670 2.81520
C 2.74260 1.95120 -0.66460
H -1.65130 3.26360 5.67390
C -3.39540 0.50500 6.83860
C 4.86040 -0.27870 5.09020
H -4.73720 1.92490 1.01930
H 0.85660 -2.33280 5.87360
N -1.33700 0.52470 3.97650
N 2.34220 0.63780 -0.49180
C -0.44840 3.39330 -1.32720
H -2.37450 3.99060 -1.57830
C 3.35920 -0.14860 -0.26050
H -2.15350 2.29050 -1.32430
H 1.08760 -1.13810 -9.15760
N -1.75570 3.20000 -1.53390
H 4.10720 -2.01680 0.00880
H -0.48050 -5.72370 6.43490
H -5.73900 1.36520 2.36580
H -1.37360 -5.89160 4.93450
H -3.38860 3.10520 5.95640
H -0.27110 -0.06390 -9.45100
C 0.75340 0.85450 -6.58330
H 1.32260 1.62350 -3.43550
H 3.61740 -2.59690 2.85330
H 5.46300 -1.17480 1.81230
H -1.63770 -2.23970 5.66440
H 4.77740 -2.87270 4.15950
C -1.54080 -2.35630 -4.92440
C -0.35340 -4.88560 0.18440
H 5.37790 0.67370 5.02580
N -0.08710 -1.82430 2.28740
C 3.53240 1.52080 3.19630
H 0.61720 -4.93340 -0.30920
N 1.18400 0.33780 2.47450
H 0.75390 -3.68740 7.00790
H 1.72760 -3.84150 5.54920
C 2.61600 3.82360 2.79180
S -0.00240 2.58180 1.75530
H -4.38080 0.84140 6.52570
C -0.30950 -3.55770 3.75020
H 1.32920 0.61500 -9.13200
N -0.20040 -2.27630 3.52300
C -0.30290 -0.17260 -4.69070
C 0.89400 2.01070 -4.36510
H -0.80080 1.02400 7.63190
H -1.03650 -2.76690 -4.04760
H 5.52640 -0.99320 5.56160
H 1.63110 2.62860 -4.87190
N -1.36460 0.28670 2.67160
H 6.48510 -1.36730 3.23130
C -3.62010 1.12360 3.89480
H 4.46800 1.95620 3.50000
S -2.38670 0.27310 0.23410
H -0.74320 -2.02240 -7.47580
S 0.27230 4.97690 -1.40200
C -4.89400 1.11600 1.73130
H 2.69530 4.86380 -1.01970
H -0.78560 -0.29500 6.44820
C 0.32810 -0.17700 -7.40790
C -0.47050 -5.47930 5.37700
C -1.68580 -3.31990 5.77690
H -0.12290 1.27830 6.01810
H 3.22660 4.13330 1.94520
C 1.69790 2.91540 -0.94810
N 3.27200 -1.46290 -0.04110
C -0.90850 0.77750 6.57840
H -0.54320 -5.52120 2.84740
H -1.69280 -3.14940 -5.65190
H -3.29930 0.70200 7.90320
H -5.11310 0.22090 1.15210
C -0.73720 -1.23500 -5.50120
N 0.41020 2.43130 -1.08980
C -2.28010 1.23040 6.07410
C 5.69630 -0.76250 2.78970
H 0.40090 -5.95690 4.93550
H -3.33700 -0.57030 6.68060
C -0.40960 -1.21280 -6.84440
H 6.07260 0.24770 2.65820
C 3.36590 0.11660 3.17750
C -2.40780 2.74880 6.26260
H 3.98670 -0.15360 5.72410
S 0.17820 -1.97990 -0.34990
C -0.27100 -4.01440 1.38370
C 1.81290 4.26190 -1.08560
H 1.31940 1.67660 -6.99940
*
```

Results
- E_LUMO (spin up / spin down) (eV) = -3.8 / -4.0
- energy above the lowest of the compared OMol25 structures with the same formula, charge and spin (eV) = 1.704
- E_tot (Ha) = -7749.800627

***

3.
Density functional theory data (ωB97M-V/def2-TZVPD) for a molecular structure, C42H58F22N2O17Si2.

Structure (ORCA input):
```
! wB97M-V def2-TZVPD RIJCOSX def2/J DEFGRID3
* xyz 0 1
F 1.46377 8.69972 3.54327
F -4.19888 -13.30397 0.86777
O -0.79904 -2.69513 1.72239
C 2.59404 8.18830 0.14670
F 2.80024 -2.76727 -0.56596
O 3.06819 4.21163 0.18216
H 3.40128 1.31059 -5.25687
H 0.39422 -0.01782 -1.16617
H -2.40455 -4.61989 2.63871
C 3.32206 5.05572 3.57131
F 4.85089 5.26936 -4.11141
C 1.64070 5.29531 8.74468
C -0.02823 -2.12267 2.63612
H 0.57773 7.13546 8.79317
H 2.69369 3.47576 8.46980
O 1.15114 3.98976 -0.95725
C -1.62534 5.28204 1.75579
H 1.79292 8.64886 -0.42891
H 5.59345 4.59876 1.40328
C 1.01600 3.87355 1.41498
C -3.42966 -6.00980 -3.42743
H -3.12979 -5.00516 -3.16071
H 3.27175 6.93281 -1.36660
H -5.71890 -9.61858 -1.77536
C -1.26266 0.66585 -2.35439
H -0.18795 1.60499 -0.74674
H -3.60752 2.73692 1.21022
C 1.22731 -7.68388 -1.32479
C -5.53102 -7.90659 -4.61324
C 3.04973 1.99255 -6.02993
Si 1.93290 6.06437 4.30578
F 2.92289 -2.93286 -2.71102
O 6.65219 6.22618 3.28573
H -2.17065 1.26152 -2.26598
C -2.55769 3.00530 1.14471
F -3.32618 -2.56814 -4.08527
H -1.35138 3.42638 2.82789
C -5.74474 -9.31617 -5.18607
H 0.28011 6.81520 0.04620
O 2.65272 2.98308 -3.56036
H 1.80586 3.93355 -1.67037
C 2.32904 -3.42805 -1.61775
C 1.83251 5.73911 6.17166
H 4.48055 7.24691 -0.14384
C -6.29050 -9.14528 0.25322
H 5.17018 8.44414 -2.15534
F 1.01943 -3.17187 -1.71149
H 0.20468 3.19973 1.14386
C 1.86375 4.04168 0.19831
C -5.20370 -12.52743 1.25684
H -3.52087 -5.59785 -5.53394
H -0.65324 1.11794 -3.13425
H 4.88232 4.51758 4.97636
H 3.44949 5.30515 2.51894
H -3.01113 4.10604 2.92689
F 0.23070 -0.03221 3.72742
H -5.37351 -8.61551 0.50985
C -0.62348 -4.11386 1.54292
H 1.29766 -8.76746 -1.40797
H 1.67659 -7.33629 -3.39745
H -5.06273 -5.40792 -4.71732
H -1.03718 -4.33852 0.56150
H 1.58554 -7.38952 -0.33877
O 0.78896 -2.66079 3.31848
H -1.77485 5.34910 0.67776
C -2.14021 3.95391 2.30415
O -6.24564 -10.48667 0.78040
H 3.62678 1.79337 -6.92983
H 3.09378 4.00349 3.70093
N 5.81327 4.25310 2.33029
C 2.43412 7.93319 4.06856
C -0.30435 -0.61248 2.65925
H -7.44735 -9.69916 -1.47465
F 3.01694 5.57017 -3.01412
H 1.53857 5.15149 9.81036
C 2.59289 -4.93583 -1.49339
H 1.23761 2.52761 -7.06009
C -4.15627 -6.01116 -4.75378
H 2.99689 8.89180 0.87660
F -6.61420 -10.00120 -4.45049
H 3.53014 9.01451 -2.44868
C 3.52060 5.14783 -4.16813
C 1.08961 6.40683 8.18655
C 0.75594 6.97339 1.02774
O 1.87019 -5.58705 -2.39279
H 1.36943 0.80671 -6.65316
C -6.53946 -9.14316 -1.23874
Si 0.24168 5.49989 2.05667
O 3.35754 3.35319 -5.66404
F 3.08740 5.95961 -5.13709
H -1.09746 0.17027 -0.26643
F -4.60058 -10.00525 -5.22418
C 2.28853 4.36380 8.01766
C 5.82275 5.33924 3.27273
O -1.58257 -0.66379 -2.81454
O -6.25091 -7.40251 -3.80293
O -4.12291 -10.72114 0.07396
H -1.99261 2.07754 1.16460
O 0.42170 5.70741 3.70424
H 0.17824 -7.39261 -1.39340
C 4.26364 8.79268 -1.67875
F 0.21952 -0.04032 1.56541
F -3.70398 -3.34813 -2.11315
H 6.75237 3.87141 2.32653
C -2.84076 -2.63016 -2.83599
C -0.49435 0.60546 -1.05503
F -6.34819 -13.13677 0.93375
H -1.27249 -5.96716 2.41641
H -2.54098 -6.64162 -3.47952
H -2.40723 3.44999 0.16407
C 4.69019 5.31859 4.26455
H 4.44729 9.70123 -1.10966
O -3.35020 -0.74718 -1.42145
O 3.35894 -5.41486 -0.71368
F 2.76773 8.51650 5.23849
C 2.03277 -7.01890 -2.41995
H 3.08943 -7.27532 -2.35631
F -1.61501 -0.34642 2.66598
H -6.64627 -8.12616 -1.60432
F -5.15537 -12.42258 2.59130
F -6.22350 -9.24147 -6.43344
C 1.57154 1.81791 -6.30262
C -1.35052 -4.89846 2.61298
O -4.47077 -7.35402 -5.17599
H 2.90636 3.89088 6.04996
F 3.53443 8.04515 3.30297
H -0.93458 -4.69774 3.59953
C -5.10598 -11.13677 0.61130
C 3.10746 3.69023 -4.41287
H -7.10871 -8.65160 0.77298
N 1.16226 6.64201 6.88490
O 2.15930 7.01851 0.83535
F -2.33568 6.34659 2.32381
H 1.56302 3.36380 2.19566
H 0.43868 -4.35691 1.51541
H 0.98141 1.99634 -5.40432
F -1.69231 -3.31335 -2.88718
C -2.63432 -1.22958 -2.24558
H 0.32643 7.90425 1.40070
C 2.40097 4.60466 6.67304
C 3.70908 7.71285 -0.75108
H -4.06139 -6.40415 -2.63102
H 4.67791 6.22385 4.86088
*
```

Results
- E_LUMO (eV) = 0.1
- E_tot (Ha) = -5800.086216

***

4.
Density functional theory data (ωB97M-V/def2-TZVPD) for a molecular structure, C42H58GaGeNO2Si.

Structure (ORCA input):
```
! wB97M-V def2-TZVPD RIJCOSX def2/J DEFGRID3
* xyz 0 1
H -11.73498 -5.02259 15.57768
C -4.37726 -6.82436 21.34896
H -9.22043 -5.64789 18.17360
H -6.39367 -10.51420 14.81123
H 0.53223 -3.80975 17.44807
H -9.00297 -7.38748 13.85255
C -2.50111 -3.91518 18.95137
H -6.35020 -5.02782 21.56036
C -10.98734 -8.33347 19.56622
H -7.42115 -7.53401 13.04694
H -9.54373 -9.52595 13.10446
C -5.37517 -7.77919 21.70698
H -6.40679 -8.68186 23.30415
H -9.00240 -6.38405 16.63603
H -13.02855 -5.94315 18.29335
C -5.06251 -8.91825 18.41092
C -9.72632 -12.27425 16.51388
H -8.92808 -7.55549 19.86275
C -11.70231 -6.08999 15.72315
H -2.92580 -6.51355 24.42033
C -7.97690 -7.70514 13.98719
H -10.50955 -14.28993 16.40415
C -9.27828 -11.17630 15.82532
C -1.28706 -3.42023 18.47875
H -9.29779 -12.55922 12.66839
H -11.98120 -11.17659 17.58191
H -12.71335 -6.40755 15.58950
C -1.80281 -6.12179 18.24886
C -9.70484 -5.78039 17.21537
C -13.93116 -8.28920 17.09346
C -3.48421 -6.36981 22.29856
H -5.29614 -3.82366 17.52661
C -2.72634 -5.31185 18.90586
H -5.96708 -8.89959 15.35282
C -5.66585 -4.61136 19.55384
H -7.53586 -7.07571 14.76263
C -7.59230 -2.51737 19.64207
C -7.33726 -3.31803 20.76771
H -12.17823 -4.57437 17.57806
H -13.04984 -8.81462 20.03409
H -4.54497 -9.21621 19.36434
C -4.69981 -7.59145 24.01647
H -1.86282 -7.21990 18.26143
O -7.15587 -9.49468 19.60695
N -7.92845 -9.10330 14.48812
C -6.61778 -9.30738 18.51153
H -2.71530 -5.59359 22.10186
H -4.85881 -7.81458 25.06771
C -11.15669 -6.33698 17.19691
H -5.99682 -9.32888 13.63300
H -14.06597 -7.85217 18.10364
C -12.84883 -10.47594 17.56937
H -11.06545 -6.59288 15.00499
H -8.01156 -10.40643 12.84036
C -0.60906 -5.57679 17.72130
H -7.85730 -3.13105 21.69721
Si -10.98935 -8.24989 17.61250
C -9.95843 -7.28370 20.15141
H -5.79954 -6.98592 17.69376
C -12.47868 -9.31040 15.34143
H -10.45237 -14.34208 13.96585
H -11.07775 -10.56920 19.49246
H -10.05887 -7.35248 21.24029
H -13.24439 -10.35870 18.60903
C -10.05997 -13.46431 14.44871
H -10.15754 -6.28631 19.79799
C -9.50501 -12.41926 13.72318
H -14.03526 -7.49589 16.34064
H -4.66008 -9.55204 17.58535
H -9.68719 -4.78055 16.78020
H -1.13722 -2.36015 18.55031
C -12.06584 -5.51408 18.11059
C -6.89119 -2.78956 18.45467
H -14.66851 -9.05226 16.86823
H -12.11400 -8.47096 14.73772
H -3.26288 -3.28623 19.42697
C -3.64607 -6.80859 23.63304
H -10.73286 -9.85883 21.05581
H -11.85598 -10.17775 15.17035
H -9.97852 -12.22056 17.55078
Ga -8.91129 -9.36498 16.55419
H -7.08932 -2.23229 17.55749
C -6.39600 -4.34078 20.72491
C -10.17271 -13.42278 15.83842
C -12.28382 -8.05821 20.30074
H -12.08929 -8.12932 21.39871
H -9.41259 -9.86695 19.81195
C -5.91721 -3.81907 18.45213
H -4.08782 -7.29028 17.30292
H 0.03153 -6.26837 17.19412
C -10.50350 -9.77160 19.99452
C -12.61841 -9.08385 16.90578
H -13.61403 -10.98190 16.97694
H -8.33656 -1.74634 19.75082
O -7.16366 -9.47432 17.31063
C -6.49669 -9.48317 14.56553
Ge -4.36958 -6.10812 19.56109
C -9.15826 -11.23772 14.40650
H -6.06390 -8.20042 20.94463
H -13.44129 -9.62515 14.94788
C -5.54624 -8.10091 23.04492
H -12.69034 -7.06836 20.18642
C -4.84052 -7.42774 18.07584
C -0.34857 -4.23247 17.84979
H -11.59527 -5.32948 19.07483
C -8.67227 -10.04251 13.63293
*
```

Results
- E_LUMO (eV) = 0.5
- energy above the lowest of the compared OMol25 structures with the same formula, charge and spin (eV) = 0.469
- E_tot (Ha) = -6131.631354

***

Q: E_tot of number 1 (C42H55N13)?
A: -2344.180746 Ha